#one
{
  "formula": "C5H6NO",
  "method": "the ωB97M-V functional and the def2-TZVPD basis",
  "orbital_gap_ev": [7.775, 7.082],
  "charge": 1,
  "species": ["C", "C", "C", "C", "C", "N", "O", "H", "H", "H", "H", "H", "H"],
  "xyz": [[1.116, -0.453, -1.538], [0.248, -2.104, -1.591], [-0.264, -0.769, 0.111], [-1.391, -0.232, 0.753], [1.193, 1.288, 0.083], [0.778, -0.003, -0.458], [-0.384, -1.973, -0.515], [-1.127, 0.738, 1.096], [-1.879, -0.923, 1.519], [-2.401, -0.225, 0.118], [1.777, 1.036, 1.004], [0.354, 1.958, 0.166], [1.979, 1.661, -0.748]]
}


#two
{
  "formula": "C5H6NO",
  "method": "the ωB97M-V functional and the def2-TZVPD basis",
  "orbital_gap_ev": 9.996,
  "charge": 1,
  "species": ["C", "C", "C", "C", "C", "N", "O", "H", "H", "H", "H", "H", "H"],
  "xyz": [[-1.511, 1.602, 1.486], [-1.450, 0.848, 0.530], [-0.652, -0.781, 0.474], [-0.466, -0.695, -1.754], [1.639, -0.031, -0.436], [0.317, -0.384, -0.642], [-1.098, -1.118, -2.532], [-1.544, 2.631, 2.059], [0.221, -0.809, 1.204], [-1.395, -1.508, 0.618], [2.176, -0.320, -1.311], [2.083, -0.468, 0.562], [1.680, 1.033, -0.260]]
}


The most stable of them is #two.


#one
{
  "formula": "C18H22N2O3S",
  "method": "the ωB97M-V functional and the def2-TZVPD basis",
  "orbital_gap_ev": 8.760,
  "charge": 0,
  "species": ["C", "C", "C", "C", "C", "C", "C", "H", "H", "H", "N", "C", "O", "C", "N", "S", "O", "O", "C", "H", "H", "H", "C", "H", "C", "C", "C", "C", "C", "C", "C", "H", "H", "H", "H", "H", "H", "H", "H", "H", "H", "H", "H", "H", "H", "H"],
  "xyz": [[-4.995, -3.413, -0.415], [-4.534, -2.092, 0.123], [-3.494, -1.409, -0.491], [-3.077, -0.176, -0.003], [-3.705, 0.377, 1.109], [-4.741, -0.303, 1.720], [-5.155, -1.530, 1.231], [-5.966, -2.056, 1.713], [-5.228, 0.126, 2.584], [-3.373, 1.334, 1.486], [-2.037, 0.562, -0.583], [-1.240, 0.239, -1.622], [-1.291, -0.773, -2.290], [-0.173, 1.319, -1.885], [0.793, 1.410, -0.812], [0.508, 2.513, 0.395], [-0.854, 2.981, 0.309], [0.955, 1.992, 1.649], [1.573, 3.892, -0.085], [2.600, 3.554, -0.063], [1.417, 4.696, 0.623], [1.283, 4.199, -1.081], [1.512, 0.205, -0.441], [1.387, -0.528, -1.239], [2.999, 0.513, -0.235], [3.750, -0.752, 0.070], [4.377, -1.471, -0.939], [5.043, -2.650, -0.654], [5.084, -3.127, 0.644], [4.457, -2.420, 1.656], [3.794, -1.240, 1.370], [3.305, -0.685, 2.158], [4.486, -2.788, 2.671], [5.604, -4.047, 0.868], [5.529, -3.198, -1.448], [4.348, -1.102, -1.955], [3.393, 0.983, -1.138], [3.088, 1.208, 0.601], [1.100, -0.214, 0.483], [0.348, 1.070, -2.815], [-0.649, 2.296, -1.981], [-1.852, 1.457, -0.133], [-3.002, -1.831, -1.352], [-5.144, -4.126, 0.394], [-4.271, -3.820, -1.116], [-5.946, -3.293, -0.934]]
}


#two
{
  "formula": "C18H22N2O3S",
  "method": "the ωB97M-V functional and the def2-TZVPD basis",
  "orbital_gap_ev": 9.305,
  "charge": 0,
  "species": ["C", "H", "C", "H", "H", "C", "N", "C", "O", "C", "C", "C", "C", "C", "C", "H", "H", "N", "S", "O", "O", "C", "H", "H", "H", "C", "C", "C", "C", "C", "C", "C", "H", "H", "H", "H", "H", "H", "H", "H", "H", "H", "H", "H", "H", "H"],
  "xyz": [[-6.446, -1.187, -1.169], [-7.084, -1.212, -2.049], [-6.314, 0.242, -0.654], [-5.826, 0.863, -1.408], [-7.307, 0.654, -0.470], [-5.513, 0.327, 0.649], [-4.131, -0.054, 0.479], [-3.128, 0.856, 0.439], [-3.309, 2.047, 0.612], [-1.775, 0.287, 0.175], [-1.388, -0.994, 0.557], [-0.111, -1.455, 0.305], [0.826, -0.650, -0.348], [0.438, 0.641, -0.723], [-0.836, 1.095, -0.457], [-1.124, 2.098, -0.734], [1.135, 1.306, -1.206], [2.108, -1.124, -0.604], [2.740, -2.479, 0.169], [1.845, -3.589, 0.047], [4.073, -2.654, -0.318], [2.827, -1.997, 1.912], [3.064, -2.889, 2.478], [3.615, -1.262, 2.007], [1.867, -1.598, 2.216], [3.050, -0.355, -1.385], [3.753, 0.760, -0.646], [4.861, 1.350, -1.245], [5.542, 2.375, -0.616], [5.126, 2.826, 0.626], [4.026, 2.246, 1.229], [3.341, 1.220, 0.597], [2.475, 0.790, 1.077], [3.690, 2.593, 2.195], [5.658, 3.626, 1.120], [6.400, 2.823, -1.095], [5.189, 0.997, -2.211], [2.542, 0.039, -2.272], [3.803, -1.069, -1.726], [0.154, -2.459, 0.587], [-2.074, -1.642, 1.084], [-3.943, -1.007, 0.216], [-5.969, -0.316, 1.409], [-5.504, 1.358, 1.010], [-6.888, -1.828, -0.409], [-5.477, -1.596, -1.447]]
}


The most stable of them is #one.


#one
{
  "formula": "C2H4ClOP",
  "method": "the ωB97M-V functional and the def2-TZVPD basis",
  "orbital_gap_ev": 8.856,
  "charge": 0,
  "species": ["C", "C", "O", "P", "Cl", "H", "H", "H", "H"],
  "xyz": [[0.972, -1.040, 0.049], [-0.068, -1.630, 0.649], [-1.434, 2.239, 0.368], [-1.258, 2.052, -1.072], [0.804, 0.222, -1.059], [1.974, -1.211, 0.340], [-1.088, -1.323, 0.824], [0.333, -2.164, 1.469], [-0.235, 2.854, -1.568]]
}


#two
{
  "formula": "C2H4ClOP",
  "method": "the ωB97M-V functional and the def2-TZVPD basis",
  "orbital_gap_ev": 9.718,
  "charge": 0,
  "species": ["C", "C", "O", "P", "Cl", "H", "H", "H", "H"],
  "xyz": [[-1.064, -1.006, 0.817], [0.550, 0.514, -0.926], [-1.370, -2.013, 1.398], [0.776, -0.383, 0.744], [2.143, 1.244, -1.349], [-1.671, -0.306, 0.330], [-0.157, 1.356, -0.660], [0.352, -0.226, -1.647], [0.441, 0.820, 1.294]]
}


The most stable of them is #two.


#one
{
  "formula": "C2H9N2O",
  "method": "the ωB97M-V functional and the def2-TZVPD basis",
  "orbital_gap_ev": [13.542, 6.967],
  "spin_multiplicity": 2,
  "charge": 2,
  "species": ["C", "N", "H", "H", "H", "H", "N", "C", "O", "H", "H", "H", "H", "H"],
  "xyz": [[-0.489, -0.582, -0.696], [-1.846, 0.067, -0.761], [-0.630, -1.589, -0.057], [-0.218, -1.011, -1.643], [-2.591, -0.623, -0.684], [-1.858, 0.652, -0.006], [0.356, 0.489, -0.144], [1.180, 0.133, 1.027], [2.116, 1.095, 1.300], [0.891, 0.848, -0.932], [-1.942, 0.629, -1.704], [1.639, -0.847, 0.629], [0.505, -0.072, 1.845], [2.888, 0.810, 1.824]]
}


#two
{
  "formula": "C2H9N2O",
  "method": "the ωB97M-V functional and the def2-TZVPD basis",
  "orbital_gap_ev": [11.351, 6.116],
  "spin_multiplicity": 2,
  "charge": 2,
  "species": ["O", "C", "C", "N", "H", "H", "H", "H", "H", "N", "H", "H", "H", "H"],
  "xyz": [[-0.945, -1.292, 0.082], [-0.286, -0.906, -0.850], [0.942, 0.014, -0.781], [1.872, -0.245, -1.855], [-0.612, -1.207, -1.860], [0.526, 1.024, -0.906], [1.407, -0.013, 0.220], [2.685, 0.395, -1.854], [2.349, -1.158, -1.737], [-1.604, 0.669, 1.917], [-0.815, 0.748, 2.563], [-1.396, -0.122, 1.246], [-2.476, 0.558, 2.440], [-1.647, 1.536, 1.375]]
}


The most stable of them is #two.